1.
{"formula": "C29H28Cl4NNiO4S2", "method": "wB97M-V/def2-TZVPD", "species": ["Ni", "Cl", "Cl", "Cl", "Cl", "S", "S", "O", "O", "O", "O", "N", "C", "C", "C", "C", "C", "C", "C", "C", "C", "C", "C", "C", "C", "C", "C", "C", "C", "C", "C", "C", "C", "C", "C", "C", "C", "C", "C", "C", "C", "H", "H", "H", "H", "H", "H", "H", "H", "H", "H", "H", "H", "H", "H", "H", "H", "H", "H", "H", "H", "H", "H", "H", "H", "H", "H", "H", "H"], "xyz": [[-0.88466, 0.28817, -0.14214], [2.81239, 4.08009, 4.28754], [0.06082, 4.15871, 5.80456], [-2.43065, 2.67552, 4.55955], [3.03126, 2.55470, 1.56376], [-1.28639, -0.71423, 2.70900], [1.04646, -0.81387, -1.64816], [-1.86987, 1.41649, 1.98072], [0.50644, 1.36916, 0.63948], [-0.72570, -1.01476, 1.33077], [0.73061, -1.72352, -2.78364], [-1.49692, 1.67384, -1.51514], [-2.07056, -0.85670, -1.08022], [1.67771, -3.99139, 0.70948], [2.38125, -1.29534, 0.73775], [4.40785, 0.23885, -3.61452], [1.41033, 3.30934, 3.61540], [2.55707, 0.04876, -2.11322], [1.68813, -1.84262, -0.33423], [-2.56376, -2.11369, -0.73447], [-3.75224, -2.31722, -2.82499], [-2.40559, -0.38848, -2.35875], [4.81117, 1.39566, -2.95556], [1.32033, -3.17691, -0.35763], [0.20155, 3.34781, 4.27454], [-0.91164, 2.71291, 3.71014], [-0.50087, 2.72218, -1.73501], [-1.01037, -2.29511, 3.51498], [-3.39491, -2.83459, -1.58770], [0.40502, 2.00387, 1.78702], [-3.07182, -0.81950, 2.60957], [2.93045, 1.21378, -1.46299], [-2.76700, 2.28417, -1.09421], [4.07329, 1.88054, -1.88536], [2.38055, -3.46434, 1.78273], [2.73064, -2.11837, 1.79571], [3.27357, -0.44008, -3.19664], [-0.87223, 2.04635, 2.47414], [-1.71823, 0.88539, -2.74192], [-3.24403, -1.08388, -3.21560], [1.49298, 2.62901, 2.38586], [4.97757, -0.13306, -4.45715], [-0.85035, 3.43373, -2.49566], [-2.63668, 2.77374, -0.13464], [-3.76302, -3.80939, -1.28546], [-3.48950, -0.67493, -4.19089], [-4.40500, -2.87517, -3.48557], [1.40145, -5.03866, 0.70059], [2.61486, -0.24042, 0.76557], [0.06780, -2.43429, 3.56278], [0.43597, 2.27767, -2.06558], [-3.10104, 2.99412, -1.86387], [-3.51673, 1.50549, -0.97260], [-0.31956, 3.24670, -0.79996], [5.69727, 1.92383, -3.28541], [-1.45770, -3.08747, 2.91509], [-2.27237, -2.55296, 0.21314], [4.37450, 2.78483, -1.37130], [-3.38921, 0.10583, 2.13510], [2.32271, 1.58318, -0.64440], [-3.45263, -0.87283, 3.63058], [-0.73861, 0.65328, -3.17180], [3.27042, -1.70107, 2.63692], [-3.35721, -1.69906, 2.03504], [-1.43489, -2.27065, 4.51829], [2.65420, -4.10164, 2.61540], [0.76490, -3.55721, -1.20515], [-2.27547, 1.46909, -3.48965], [2.92593, -1.33336, -3.69999]], "forces_ev_per_a": [[-0.84, 0.12, 0.59], [-0.02, -0.01, -0.01], [0.00, -0.01, -0.03], [0.00, 0.03, 0.00], [-0.01, 0.02, 0.11], [-0.05, 0.09, 0.72], [0.29, 0.06, -0.37], [-0.21, 0.69, -0.55], [0.19, 0.45, 0.19], [0.10, -0.38, -0.44], [-0.05, -0.04, 0.01], [0.32, -0.27, 0.10], [0.04, -0.09, -0.20], [0.01, 0.00, -0.01], [-0.06, -0.09, 0.02], [0.01, 0.03, 0.02], [-0.01, -0.05, -0.11], [0.11, -0.18, -0.14], [0.06, -0.01, 0.14], [0.00, 0.00, 0.10], [0.02, 0.02, 0.00], [0.00, -0.02, 0.03], [-0.01, -0.03, -0.01], [0.06, 0.01, -0.01], [-0.01, 0.03, 0.10], [-0.06, -0.14, -0.18], [0.00, 0.14, -0.05], [-0.07, -0.27, -0.34], [0.00, 0.01, -0.01], [-0.16, -0.22, -0.21], [-0.08, -0.19, 0.01], [-0.13, -0.06, -0.03], [0.01, -0.14, 0.07], [-0.02, 0.02, 0.04], [0.00, -0.01, 0.01], [0.02, 0.01, -0.01], [0.03, 0.00, 0.02], [0.54, 0.51, 0.17], [-0.07, 0.07, -0.17], [0.00, -0.04, 0.00], [0.12, 0.14, 0.10], [0.00, 0.00, 0.00], [-0.02, -0.03, -0.01], [0.05, 0.08, 0.08], [0.00, 0.00, 0.00], [0.00, -0.01, -0.01], [0.00, 0.01, 0.00], [0.00, 0.00, 0.01], [-0.01, 0.04, 0.02], [0.02, -0.01, 0.01], [0.00, -0.01, 0.02], [0.00, 0.03, 0.09], [0.00, -0.02, -0.02], [0.01, 0.00, 0.00], [0.00, 0.00, 0.00], [0.02, -0.13, 0.06], [-0.01, 0.01, -0.01], [0.01, 0.01, -0.01], [-0.07, -0.23, 0.07], [0.02, 0.01, -0.05], [-0.01, 0.00, 0.00], [-0.01, 0.01, 0.01], [-0.01, -0.01, 0.00], [-0.01, -0.07, 0.03], [-0.01, 0.05, 0.00], [0.00, 0.01, -0.01], [-0.01, 0.02, 0.00], [0.01, 0.03, 0.04], [-0.02, 0.00, 0.01]], "mulliken_charge": [-0.86, -0.25, -0.25, -0.25, -0.21, 0.70, 1.49, -0.82, 0.59, -0.44, -0.87, 0.60, -0.10, -0.79, 0.04, -0.61, 0.12, -0.17, 0.22, 0.50, -0.60, 1.86, -0.51, -0.42, 0.31, 0.17, -0.86, -0.91, -1.17, -0.56, -1.12, 0.67, -1.13, -1.27, -0.42, -0.88, -0.68, -0.70, -1.36, -0.97, 0.72, 0.38, 0.39, 0.24, 0.41, 0.40, 0.36, 0.39, 0.22, 0.25, 0.20, 0.36, 0.33, 0.20, 0.38, 0.29, 0.65, 0.46, 0.24, 0.19, 0.48, 0.38, 0.40, 0.34, 0.42, 0.39, 0.48, 0.44, 0.51], "energy_ev": -153011.85556, "e_above_lowest_kj_mol": 48.8, "lumo_energy_ha": 0.092, "gap_ha": 0.2354, "total_charge": -1, "homo_ev": -3.92}



2.
{"formula": "C29H28IrN7O2S2", "method": "wB97M-V/def2-TZVPD", "species": ["Ir", "S", "S", "O", "O", "N", "N", "N", "N", "N", "N", "N", "C", "C", "C", "C", "C", "C", "C", "C", "C", "C", "C", "C", "C", "C", "C", "C", "C", "C", "C", "C", "C", "C", "C", "C", "C", "C", "C", "C", "C", "H", "H", "H", "H", "H", "H", "H", "H", "H", "H", "H", "H", "H", "H", "H", "H", "H", "H", "H", "H", "H", "H", "H", "H", "H", "H", "H", "H"], "xyz": [[0.64919, 0.61947, 0.02725], [-1.90942, -1.96812, 0.63905], [0.81831, 2.81968, -1.12539], [-2.47043, -2.59074, -0.52077], [-0.61330, -2.38763, 1.10735], [-1.07979, 0.51027, 1.39434], [2.86210, 4.05129, -2.33917], [0.33373, -0.88171, -1.51835], [1.76867, 1.25821, 1.75653], [0.03568, 0.87066, 3.34906], [-1.97327, 0.49684, -0.76205], [3.21833, 1.92695, -2.02689], [-1.94873, -0.20933, -1.98219], [-7.49897, 1.10254, -0.42476], [-2.62379, -1.62187, 3.24864], [-6.38050, 0.30370, 0.17453], [-1.73610, -0.14239, 0.43267], [-4.34757, -1.21142, 1.39225], [-3.03996, -1.05322, -3.95939], [4.17065, 3.85725, -2.96728], [1.24165, 1.44002, 2.97394], [2.98820, 1.77919, 1.51522], [3.13889, 2.72839, 3.68343], [-5.30593, -1.82497, 0.59130], [-6.30366, -1.07731, -0.00719], [-2.01035, -1.92403, -4.18197], [-1.66845, -0.72506, 3.50853], [3.69868, 2.51953, 2.42420], [-3.20464, -2.03951, 1.94750], [-0.91019, 0.17221, 2.66227], [2.34987, 2.92903, -1.84797], [1.33784, -2.65636, -2.76944], [0.23910, -2.74197, -3.58243], [-5.41598, 0.91195, 0.97555], [1.91836, 2.16818, 3.96233], [4.39231, 2.33933, -2.80577], [-4.41483, 0.16881, 1.58157], [1.34353, -1.70013, -1.75291], [-3.01181, -0.19971, -2.84727], [-0.86113, -1.89262, -3.36192], [-0.79443, -0.98518, -2.27607], [4.66906, 2.91786, 2.16894], [2.40815, 4.94569, -2.27734], [-3.90908, -1.05427, -4.60227], [4.93239, 4.44461, -2.45623], [5.31207, 2.11347, -2.26871], [-5.46359, 1.98127, 1.14611], [0.19045, -3.46415, -4.38768], [-0.10783, 0.87459, 4.34760], [3.39712, 1.56340, 0.53912], [4.41820, 1.82478, -3.76568], [-8.29826, 1.21410, 0.31128], [2.20225, -1.60177, -1.09818], [-3.72866, 0.66536, 2.25687], [2.19967, -3.29228, -2.90738], [2.93534, 0.96662, -1.92761], [-3.48976, -3.09169, 1.98111], [-7.92229, 0.60733, -1.29649], [-2.05130, -2.65097, -4.98275], [-5.26951, -2.89613, 0.43495], [3.66219, 3.30643, 4.43241], [1.46593, 2.28724, 4.93869], [-7.04339, -1.57519, -0.62146], [-2.51435, 1.35361, -0.73664], [-3.86703, 0.43142, -2.63541], [-2.99607, -2.17802, 4.10111], [4.14380, 4.16400, -4.01156], [-7.17367, 2.10384, -0.70386], [-1.38183, -0.65904, 4.55251]], "forces_ev_per_a": [[1.00, -0.14, 1.21], [0.35, -0.56, -0.05], [0.37, -1.35, 0.67], [-0.09, 0.29, -0.06], [-0.34, 0.12, 0.30], [-0.15, -0.01, 0.09], [0.14, 0.03, -0.10], [-0.72, 0.86, -0.25], [-1.30, 0.71, -0.92], [-0.38, -0.72, -0.02], [-1.41, -0.14, 0.77], [0.24, 0.04, -0.08], [0.03, -0.20, -0.04], [-0.05, 0.00, 0.08], [0.11, 0.05, 0.01], [0.10, -0.07, -0.02], [1.40, -0.85, -1.28], [-0.20, 0.15, 0.17], [0.03, -0.08, -0.13], [0.03, 0.08, -0.05], [0.74, 0.58, -0.09], [0.31, 0.01, -0.08], [0.11, -0.02, -0.12], [0.07, -0.10, 0.03], [-0.03, 0.07, 0.00], [0.00, 0.00, 0.01], [-0.58, -0.02, 0.68], [-0.06, -0.12, 0.20], [0.48, 0.55, -0.81], [0.16, 0.93, -0.26], [-0.03, 0.01, -0.15], [-0.13, -0.10, -0.12], [0.09, -0.05, 0.06], [0.01, 0.03, -0.02], [-0.22, -0.18, 0.05], [0.04, -0.03, -0.03], [-0.10, -0.15, 0.17], [0.05, 0.12, 0.16], [0.02, 0.07, 0.20], [-0.02, 0.15, 0.13], [-0.02, -0.21, -0.38], [0.00, -0.03, -0.04], [-0.11, -0.03, 0.07], [0.02, 0.00, -0.01], [-0.01, -0.03, 0.02], [-0.02, 0.01, -0.01], [-0.02, -0.01, 0.03], [0.06, 0.03, -0.03], [0.15, -0.18, 0.05], [-0.13, 0.10, -0.07], [-0.03, 0.02, 0.01], [-0.02, 0.02, -0.04], [0.02, 0.06, -0.02], [0.05, 0.03, -0.02], [-0.02, -0.03, 0.04], [-0.16, 0.03, 0.08], [0.11, -0.06, -0.08], [0.01, 0.02, -0.02], [-0.03, 0.06, -0.04], [0.01, 0.01, -0.03], [-0.03, 0.01, 0.02], [-0.01, 0.03, -0.02], [-0.01, -0.01, 0.01], [0.21, 0.14, 0.11], [-0.02, -0.05, 0.07], [-0.06, 0.09, 0.04], [0.01, -0.02, 0.01], [0.00, -0.01, -0.02], [-0.02, 0.02, -0.01]], "mulliken_charge": [0.69, 1.34, -0.47, -0.58, -0.71, -0.69, -0.20, -0.02, -0.03, 0.10, 0.61, 0.16, 0.34, -1.62, -1.17, 0.87, -0.71, 0.37, -0.84, -0.50, 0.53, -0.15, -0.38, -0.65, -0.80, -0.98, -0.29, -0.97, -0.08, 0.70, 0.43, -0.93, -0.76, -0.98, -0.77, -0.48, -0.01, -0.26, -0.74, 0.74, 0.61, 0.42, 0.19, 0.42, 0.30, 0.29, 0.46, 0.46, 0.29, 0.66, 0.30, 0.34, 0.56, 0.32, 0.46, 0.04, 0.81, 0.39, 0.45, 0.41, 0.45, 0.39, 0.43, 0.45, 0.46, 0.47, 0.32, 0.39, 0.34], "energy_ev": -69547.02038, "lumo_energy_ha": [-0.263, -0.263], "gap_ha": [0.1981, 0.1979], "total_charge": 2, "homo_ev": [-12.54, -12.54]}